# 1
{
  "formula": "C3H2BrO2S",
  "method": "the ωB97M-V functional and the def2-TZVPD basis",
  "elements": ["C", "C", "C", "O", "O", "S", "Br", "H", "H"],
  "coordinates": [[0.00733, -0.28946, 0.37728], [0.60033, -1.26433, -0.45780], [0.56224, -1.35731, 0.92595], [1.22153, 2.32262, 0.93787], [-0.94367, 2.43312, 2.06760], [0.41462, 2.99397, 1.96204], [1.60615, 2.21198, 3.94492], [-0.43617, 0.65218, 0.22747], [0.61953, -2.03890, 1.86768]],
  "nbo_charge": [-0.13, -0.18, -0.19, -0.98, -0.98, 1.55, -0.57, 0.26, 0.22],
  "total_energy_ha": -3238.141053,
  "gap_ev": 8.472,
  "charge": -1,
  "relative_energy_kcal_mol": 5.2
}

---

# 2
{
  "formula": "C3H2CaO3",
  "method": "the ωB97M-V functional and the def2-TZVPD basis",
  "elements": ["O", "C", "C", "O", "Ca", "H", "C", "O", "H"],
  "coordinates": [[1.27557, 0.03367, -0.04847], [-0.43220, 0.36028, -1.33538], [-1.45413, 1.03700, -0.56632], [-1.27023, 1.10389, 0.73078], [0.34935, 0.53938, 1.67994], [-0.61128, 0.34769, -2.41431], [0.55514, -0.57650, -0.95578], [0.23752, -1.88413, -0.80208], [1.01134, -2.39531, -0.53911]],
  "mulliken_charge": [-0.85, -0.23, -0.37, -0.59, 1.45, 0.37, 0.27, -0.41, 0.35],
  "total_energy_ha": -1018.706898,
  "gap_ev": [4.329, 4.928],
  "charge": 0,
  "relative_energy_kcal_mol": 56.9
}